The following is a quantum chemistry calculation of a 21-piece molecular cluster, C126H92F8O52 overall in a non-equilibrium geometry, from OMol25.

Geometry as XYZ:
```
278
Properties=species:S:1:pos:R:3
C 4.602 -0.472 7.100
C 5.152 -1.493 7.772
C 5.715 -2.723 6.894
O 6.202 -3.677 7.425
C 5.603 -2.528 5.469
C 4.999 -1.478 4.854
C 4.448 -0.322 5.667
O 3.906 0.606 5.081
O 4.920 -1.448 3.530
O 5.249 -1.552 9.048
H 4.266 0.357 7.716
H 6.021 -3.373 4.940
H 4.452 -0.685 3.131
H 5.700 -2.402 9.231
C -0.040 -0.525 -4.818
C 0.932 -1.032 -5.569
C 1.062 -0.718 -7.058
O 1.988 -1.190 -7.699
C 0.096 0.202 -7.569
C -0.892 0.797 -6.833
C -1.004 0.395 -5.321
O -1.910 0.950 -4.669
O -1.684 1.675 -7.336
O 1.877 -1.838 -5.057
H -0.197 -0.644 -3.763
H 0.235 0.528 -8.591
H -2.259 2.082 -6.646
H 2.497 -2.154 -5.759
C 1.166 -2.905 3.274
C 1.689 -2.774 4.523
C 2.415 -3.960 5.215
O 2.809 -3.815 6.343
C 2.466 -5.144 4.420
C 2.014 -5.278 3.145
C 1.389 -4.068 2.423
O 1.127 -4.150 1.255
O 2.067 -6.402 2.488
O 1.529 -1.633 5.200
H 0.673 -2.030 2.867
H 2.927 -5.973 4.940
H 1.459 -6.356 1.725
H 1.919 -1.901 6.065
C -4.727 3.385 2.907
C -3.650 3.257 2.101
C -2.328 4.007 2.410
O -1.342 3.769 1.670
C -2.359 4.885 3.520
C -3.438 4.956 4.357
C -4.689 4.092 4.128
O -5.535 4.153 4.971
O -3.436 5.658 5.448
O -3.678 2.469 1.010
H -5.535 2.732 2.632
H -1.427 5.422 3.630
H -4.326 5.468 5.846
H -2.771 2.407 0.637
C -0.960 8.164 -0.037
C -1.614 7.742 -1.123
C -1.255 6.381 -1.779
O -1.905 6.074 -2.766
C -0.168 5.658 -1.184
C 0.469 6.085 -0.067
C -0.030 7.365 0.677
O 0.344 7.537 1.818
O 1.455 5.421 0.436
O -2.553 8.417 -1.713
H -1.247 9.092 0.434
H 0.135 4.762 -1.711
H 1.808 6.006 1.150
H -2.830 7.810 -2.441
C 0.883 3.637 4.355
C 1.507 2.561 3.814
C 2.708 2.658 2.865
O 3.235 1.688 2.387
C 3.095 4.053 2.590
C 2.532 5.110 3.176
C 1.341 4.965 4.178
O 0.910 5.992 4.673
O 2.877 6.311 2.847
O 0.991 1.345 4.031
H 0.020 3.547 4.995
H 3.909 4.117 1.882
H 2.182 6.883 3.262
H 1.582 0.618 3.754
C -5.054 6.091 0.839
C -5.146 5.380 -0.301
C -6.467 5.148 -1.005
O -6.454 4.420 -1.988
C -7.631 5.736 -0.378
C -7.546 6.454 0.742
C -6.162 6.598 1.522
O -6.187 7.125 2.627
O -8.557 7.105 1.269
O -4.096 4.760 -0.816
H -4.137 6.181 1.406
H -8.597 5.655 -0.850
H -8.349 7.518 2.129
H -4.406 4.249 -1.605
C 8.595 -1.795 -0.540
C 9.909 -1.610 -0.855
C 10.355 -0.633 -2.010
O 11.552 -0.473 -2.148
C 9.337 -0.103 -2.713
C 8.021 -0.259 -2.463
C 7.517 -1.188 -1.295
O 6.352 -1.423 -1.138
O 7.045 0.249 -3.167
O 10.824 -2.145 -0.096
H 8.338 -2.436 0.298
H 9.560 0.534 -3.553
H 7.443 0.755 -3.893
H 11.711 -1.919 -0.459
C -2.899 -9.470 3.039
C -2.461 -9.841 4.240
C -1.307 -9.081 4.981
O -0.978 -9.370 6.080
C -0.748 -7.996 4.197
C -1.212 -7.605 2.955
C -2.392 -8.293 2.304
O -2.778 -7.855 1.252
O -0.685 -6.621 2.263
O -3.057 -10.854 4.901
H -3.799 -9.895 2.610
H 0.073 -7.488 4.700
H -1.262 -6.399 1.496
H -2.597 -10.889 5.769
C -2.347 -1.135 5.861
C -2.465 -2.412 5.506
C -2.227 -2.794 3.998
O -2.277 -3.971 3.717
C -1.911 -1.747 3.117
C -1.701 -0.457 3.485
C -2.018 -0.060 4.941
O -1.925 1.120 5.322
O -1.188 0.393 2.651
O -2.632 -3.337 6.375
H -2.552 -0.827 6.877
H -1.708 -2.142 2.123
H -0.836 1.165 3.135
H -2.729 -4.206 5.931
C -5.799 1.309 -3.436
C -4.933 2.167 -4.016
C -4.629 2.130 -5.488
O -3.991 3.027 -5.985
C -5.208 0.973 -6.188
C -6.026 0.084 -5.633
C -6.516 0.282 -4.166
O -7.485 -0.337 -3.753
O -6.617 -0.824 -6.397
O -4.292 3.044 -3.284
H -6.095 1.312 -2.403
H -4.927 0.973 -7.230
H -7.283 -1.280 -5.848
H -3.751 3.593 -3.902
C -2.259 -6.811 -1.806
C -2.193 -7.226 -3.089
C -1.007 -6.896 -4.050
O -0.966 -7.277 -5.149
C 0.006 -6.075 -3.356
C -0.148 -5.551 -2.179
C -1.300 -5.947 -1.244
O -1.379 -5.450 -0.099
O 0.647 -4.565 -1.711
O -3.120 -8.050 -3.584
H -3.049 -7.172 -1.168
H 0.831 -5.786 -3.984
H 0.462 -4.450 -0.750
H -3.764 -8.431 -2.956
C 4.351 -5.127 -0.095
C 4.372 -4.028 0.662
C 3.733 -2.716 0.121
O 3.546 -1.798 0.890
C 3.451 -2.735 -1.344
C 3.420 -3.839 -2.056
C 3.693 -5.224 -1.407
O 3.305 -6.249 -1.948
O 3.063 -3.925 -3.308
O 4.897 -3.980 1.802
H 4.678 -6.086 0.274
H 3.109 -1.765 -1.679
H 2.582 -3.143 -3.638
H 4.751 -3.066 2.149
F 8.114 7.799 0.789
C 6.926 7.343 0.310
C 6.870 6.075 -0.204
C 5.608 5.581 -0.511
C 4.460 6.307 -0.349
C 4.582 7.673 0.076
C 5.818 8.223 0.425
H 7.846 5.629 -0.305
H 5.617 4.560 -0.871
H 3.466 5.959 -0.589
H 3.691 8.289 0.173
H 5.964 9.219 0.831
F 8.865 3.361 -0.585
C 8.426 2.382 0.267
C 7.076 2.290 0.546
C 6.622 1.286 1.374
C 7.537 0.358 1.934
C 8.892 0.508 1.635
C 9.319 1.528 0.800
H 6.363 2.980 0.123
H 5.572 1.143 1.577
H 7.211 -0.412 2.627
H 9.619 -0.167 2.060
H 10.362 1.587 0.538
F -3.141 0.915 -1.609
C -1.875 0.525 -1.232
C -1.720 -0.837 -1.060
C -0.412 -1.291 -0.719
C 0.630 -0.400 -0.546
C 0.400 0.951 -0.683
C -0.879 1.441 -1.054
H -2.546 -1.530 -1.155
H -0.333 -2.371 -0.657
H 1.651 -0.587 -0.256
H 1.223 1.627 -0.490
H -1.136 2.490 -1.153
F -7.316 -8.362 1.794
C -6.547 -7.293 2.174
C -6.419 -6.250 1.307
C -5.730 -5.092 1.786
C -5.226 -5.059 3.053
C -5.362 -6.151 3.874
C -6.048 -7.301 3.428
H -6.757 -6.344 0.278
H -5.674 -4.236 1.130
H -4.800 -4.128 3.388
H -4.923 -6.088 4.858
H -6.198 -8.143 4.089
F -2.286 5.837 -6.476
C -1.121 5.173 -6.776
C -0.443 4.515 -5.760
C 0.641 3.747 -6.148
C 1.025 3.628 -7.493
C 0.345 4.370 -8.448
C -0.739 5.175 -8.091
H -0.799 4.635 -4.749
H 1.087 3.196 -5.335
H 1.915 3.055 -7.737
H 0.612 4.436 -9.489
H -1.390 5.774 -8.713
F 2.018 5.728 -3.321
C 2.828 4.657 -3.428
C 2.961 3.863 -2.312
C 3.769 2.755 -2.350
C 4.418 2.434 -3.533
C 4.283 3.227 -4.667
C 3.438 4.392 -4.606
H 2.458 4.192 -1.416
H 3.876 2.115 -1.480
H 5.067 1.570 -3.495
H 4.656 2.957 -5.653
H 3.202 5.015 -5.461
F -4.959 -5.676 -3.198
C -4.585 -4.364 -3.311
C -3.673 -4.017 -4.218
C -3.302 -2.695 -4.340
C -3.863 -1.734 -3.498
C -4.794 -2.111 -2.531
C -5.187 -3.451 -2.425
H -3.221 -4.777 -4.822
H -2.562 -2.385 -5.070
H -3.611 -0.683 -3.564
H -5.260 -1.478 -1.790
H -5.910 -3.705 -1.662
F -5.150 -0.519 2.727
C -6.135 -0.818 1.893
C -6.208 -0.162 0.629
C -7.230 -0.536 -0.205
C -8.149 -1.533 0.144
C -8.062 -2.121 1.387
C -7.076 -1.753 2.298
H -5.495 0.600 0.353
H -7.353 -0.131 -1.197
H -8.958 -1.874 -0.485
H -8.871 -2.812 1.597
H -6.971 -2.298 3.233
```

Summary:
ΔE to the lowest compared entry with this formula, charge and spin ... 0.0 kcal/mol
Multiplicity ... 1
DFT total energy ... -260354.4715 eV